A molecular structure, C24H28I2N4O2Pd at a distorted geometry, computed with the ωB97M-V functional and the def2-TZVPD basis.

Summary:
* electronic energy: -55055.3144 eV
* highest occupied orbital energy (spin up / spin down): -13.6269 / -14.2139 eV
* total charge: +2
* multiplicity: 5
* orbital gap (spin up / spin down): 8.6 / 4.8 eV

The geometry in XYZ format:
```
61
Properties=species:S:1:pos:R:3:forces:R:3
Pd 0.20090 -0.57568 0.98154 -0.39 -0.09 -1.06
I 7.13116 -0.73533 -1.46160 0.22 -0.06 -0.26
C 5.36001 -0.03634 -0.77068 -0.97 0.04 -0.41
C 5.27562 0.41591 0.56062 2.07 -0.28 -1.27
C 4.12176 0.80707 1.07528 -2.68 0.97 -0.81
I 3.95504 1.38927 2.95915 0.02 0.56 1.87
C 2.85397 0.82486 0.29538 0.85 -1.77 0.93
O 1.78066 1.03868 0.91734 0.43 -0.05 -0.79
C 2.95507 0.23809 -1.04221 -1.36 0.74 0.61
C 1.63463 0.04305 -1.79568 0.16 1.30 1.15
N 0.73255 -0.94226 -1.14671 -0.12 -0.62 -0.79
C 1.26542 -2.32376 -1.21512 -0.43 0.07 0.19
C 2.09004 -2.65520 0.00341 0.52 -0.70 -1.89
C 3.16731 -3.48035 -0.21456 0.08 -1.06 0.77
C 3.81824 -3.96522 0.92044 0.75 -0.28 -0.82
C 3.51043 -3.44513 2.15825 -0.82 -0.11 -0.28
C 2.46550 -2.55925 2.25468 0.76 0.09 0.45
N 1.75807 -2.23094 1.20563 -1.79 2.01 -0.57
C 4.16035 -0.09452 -1.57308 0.03 -0.69 0.39
H 6.17311 0.52554 1.15403 0.11 -0.35 -0.03
H 1.90059 -0.23976 -2.79515 -0.28 -0.26 -0.73
H 1.10000 1.02002 -1.78578 0.29 -0.68 -0.23
H -0.18233 -1.01561 -1.61902 0.63 0.78 0.16
H 1.80649 -2.55300 -2.16060 -0.08 0.49 0.65
H 0.38532 -2.96454 -1.26163 -0.03 -0.25 0.27
H 3.37213 -3.91240 -1.20004 0.04 0.42 0.39
H 4.57087 -4.73126 0.74975 0.01 0.14 0.43
H 3.86548 -3.74050 3.10164 1.19 -0.63 0.71
H 2.27494 -2.08260 3.20113 -0.47 0.02 0.15
H 4.08677 -0.57575 -2.55082 0.76 0.23 0.14
N -0.97157 1.39041 0.47451 0.34 -1.30 0.60
C -1.06859 2.20969 -0.32417 -0.18 1.14 -0.79
N -1.20807 3.16203 -1.23680 0.20 0.03 0.29
C -0.01219 3.95266 -1.59616 -0.84 0.82 -2.01
C -0.42056 4.93058 -2.75530 1.69 1.80 0.46
O -1.44413 5.83977 -2.38071 -0.77 -1.88 0.12
C -2.59274 4.97473 -2.26746 0.15 -0.24 -0.14
C -2.40313 4.00563 -1.09158 0.32 2.46 0.62
H 0.75311 3.31878 -2.01098 0.35 -0.39 0.13
H 0.36105 4.56328 -0.79876 0.15 0.12 0.76
H -0.78088 4.43965 -3.64566 0.34 -0.65 -0.36
H 0.44709 5.61347 -3.01874 -0.69 -1.20 0.32
H -2.74454 4.37418 -3.18491 0.01 0.57 0.05
H -3.43578 5.62795 -2.08631 -0.31 -0.13 0.09
H -3.25669 3.41696 -0.87035 -0.80 -0.63 -0.06
H -2.27089 4.75316 -0.27115 0.14 -0.92 0.06
C -4.57432 -3.33806 2.42068 3.48 0.63 0.77
C -4.28518 -1.87878 1.85313 -1.18 -0.21 -2.06
C -5.39419 -1.63220 0.67716 1.38 0.85 0.42
C -4.42200 -0.79545 2.89125 3.81 1.98 -0.15
C -2.78083 -1.61090 1.21851 -6.87 -2.30 2.31
C -1.63802 -1.70577 0.79951 4.17 1.05 -0.49
H -5.50296 -3.38563 2.99187 -0.31 0.22 -0.75
H -3.79291 -3.51119 3.30744 -1.29 -0.06 -2.19
H -4.46343 -4.06247 1.56427 -0.34 0.41 1.34
H -6.40775 -1.89956 1.09890 1.22 0.28 -0.79
H -5.06414 -2.16470 -0.20632 -0.54 -1.09 0.06
H -5.35104 -0.60989 0.20163 -0.31 -0.49 1.34
H -5.41219 -0.40480 3.17650 0.50 -0.47 -0.29
H -3.72855 0.03076 2.38498 -2.01 -0.54 1.24
H -3.72409 -1.04736 3.73939 -1.29 0.13 -0.25
```
Forces are in eV/Å.


A molecular structure, C24H28IN4O3SY at a distorted geometry, computed with the ωB97M-V functional and the def2-TZVPD basis.

Summary:
* electronic energy: -57427.7050 eV
* highest occupied orbital energy: -7.3708 eV
* ΔE to the lowest compared entry with this formula, charge and spin: 1.6681 eV
* orbital gap: 7.0 eV

The geometry in XYZ format:
```
62
Properties=species:S:1:pos:R:3:forces:R:3
Y -1.27905 -2.14976 -0.47997 0.40 -0.09 -1.27
C 3.03488 -2.24640 0.65777 0.02 -0.05 0.07
C 1.56994 -1.95706 0.85788 -0.11 0.21 0.03
O 0.86080 -1.89101 -0.22532 0.17 -0.05 0.13
C 1.06673 -1.77289 2.12372 -0.08 0.06 0.07
C -0.30899 -1.57182 2.51579 0.35 0.00 -0.04
C -0.56910 -1.25173 3.95816 -0.08 -0.04 -0.02
N -1.29789 -1.68075 1.67893 -0.37 0.27 1.10
N -2.59227 -1.51377 2.23055 0.48 0.00 -0.07
C -3.50149 -1.53647 1.30940 -0.44 0.12 0.11
O -3.28857 -1.64457 0.02216 -0.19 0.17 0.47
C -4.91988 -1.42236 1.75362 0.12 0.00 0.03
C -5.25453 -1.47443 3.10524 -0.01 0.02 -0.02
C -6.57481 -1.36222 3.49894 -0.07 0.01 -0.03
C -7.57657 -1.19654 2.54809 0.09 -0.02 0.07
C -7.24618 -1.14802 1.20430 -0.01 0.00 -0.06
C -5.92142 -1.26296 0.80608 -0.04 -0.01 0.02
H 3.33827 -1.95645 -0.34671 -0.02 0.05 -0.01
H 3.20779 -3.31988 0.76007 -0.02 -0.02 -0.04
H 3.65839 -1.74188 1.39445 -0.01 0.01 0.04
H 1.78276 -1.79548 2.93339 0.00 0.01 0.02
H 0.36121 -1.11624 4.49994 0.07 0.01 0.03
H -1.14328 -2.05604 4.41672 -0.03 -0.05 0.01
H -1.18479 -0.35788 4.04030 -0.01 0.04 -0.01
H -4.46977 -1.60546 3.83463 0.06 -0.01 0.02
H -6.82599 -1.40749 4.55022 -0.02 0.00 0.02
H -8.60786 -1.11023 2.85890 -0.07 0.01 0.01
H -8.02210 -1.02273 0.46100 -0.02 0.00 -0.03
H -5.64849 -1.23332 -0.23848 -0.01 0.01 -0.04
C 3.58100 3.28585 0.41526 0.02 0.14 -0.05
C 2.85857 2.09532 1.02264 -0.06 -0.10 0.13
C 1.44456 1.89596 0.50622 -0.12 -0.11 -0.03
N 1.47775 1.45532 -0.88875 0.14 0.03 -0.14
C 0.43477 0.97763 -1.54082 0.02 -0.05 0.17
S -1.08578 0.82562 -0.81259 -0.03 -0.15 -0.41
N 0.60360 0.55404 -2.84255 -0.53 -0.03 -0.14
C 1.60949 0.71308 -3.80327 0.12 -0.10 -0.01
O 1.64116 -0.06587 -4.72300 -0.01 -0.07 -0.10
C 2.56404 1.85864 -3.73232 -0.10 -0.12 0.14
C 2.11678 3.16415 -3.55950 0.03 -0.01 0.07
C 3.01982 4.21219 -3.63307 0.03 -0.04 0.04
C 4.36652 3.95139 -3.84804 -0.02 0.00 0.02
C 4.81186 2.64700 -4.00853 -0.03 -0.05 -0.01
C 3.90778 1.59660 -3.97159 0.04 0.15 0.03
H 4.60093 3.36869 0.78720 0.02 -0.03 0.05
H 3.06516 4.21788 0.64911 -0.03 0.02 0.01
H 3.64455 3.21966 -0.67142 0.01 -0.02 -0.13
H 2.79081 2.20305 2.10677 0.03 0.06 -0.01
H 3.42616 1.17789 0.85350 0.03 -0.10 -0.02
H 0.86240 2.82022 0.56612 0.03 -0.03 0.06
H 0.92007 1.13001 1.08395 0.05 0.06 -0.04
H 2.37682 1.46636 -1.34978 -0.04 0.05 -0.03
H -0.18326 0.01496 -3.20291 0.32 0.22 0.19
H 1.06742 3.36285 -3.39123 -0.09 -0.02 0.03
H 2.67322 5.22938 -3.52033 -0.01 0.04 0.00
H 5.07083 4.76905 -3.89550 0.04 0.05 0.00
H 5.85964 2.44692 -4.18129 0.04 0.01 -0.01
H 4.22936 0.57909 -4.13728 0.02 -0.07 -0.01
I -0.95372 -5.14536 0.87659 0.07 0.03 0.09
C -1.65405 -4.41778 -1.04773 -0.13 -0.49 -0.57
H -2.68885 -4.76526 -1.07688 -0.02 0.04 0.03
H -1.10714 -5.03870 -1.75875 0.05 0.04 0.02
```
Forces are in eV/Å.


C24H28N2O6 in the gas phase at a distorted geometry, computed with the ωB97M-V functional and the def2-TZVPD basis.

Summary:
* electronic energy: -40606.3692 eV
* highest occupied orbital energy: -8.2768 eV
* SMILES string: CCN(CC)CCCN1C(=O)C(=O)/C(=C(/O)c2ccc3c(c2)OCCO3)[C@@H]1c1ccco1
* ΔE to the lowest compared entry with this formula, charge and spin: 3.8543 eV
* orbital gap: 8.3 eV

The geometry in XYZ format:
```
60
Properties=species:S:1:pos:R:3:forces:R:3
C 5.07687 0.02915 -2.01259 0.21 0.06 0.27
C 5.61171 0.12993 -0.58608 -0.12 -0.03 -0.26
N 4.57895 -0.17292 0.39104 0.05 0.02 -0.06
C 4.70358 0.57142 1.62950 0.14 0.03 0.16
C 6.00069 0.36266 2.42140 -0.28 -0.02 -0.21
C 4.32770 -1.59346 0.57991 -0.33 0.00 0.17
C 2.83034 -1.86577 0.74948 0.17 0.04 -0.29
C 2.07474 -1.50859 -0.53335 0.20 -0.22 0.10
N 0.66603 -1.30579 -0.31173 -0.11 0.12 0.05
C -0.27819 -2.24980 -0.53126 0.28 -0.46 -0.22
O -0.07071 -3.36422 -0.95387 -0.16 -0.08 0.03
C -1.62518 -1.63113 -0.15169 -0.68 0.05 0.21
O -2.68342 -2.21656 -0.16537 0.45 -0.15 -0.15
C -1.33360 -0.26402 0.25898 0.11 0.41 0.25
C -2.20382 0.67591 0.70225 0.27 -0.43 -0.13
O -1.79911 1.86197 1.19798 -0.11 0.00 0.01
C -3.66230 0.51373 0.71953 -0.24 0.20 -0.02
C -4.37638 0.86027 1.86586 0.08 -0.05 -0.09
C -5.74749 0.72665 1.89529 -0.15 -0.09 -0.14
C -6.43424 0.26246 0.77905 0.15 0.06 -0.10
C -5.71961 -0.08641 -0.37481 -0.01 0.04 0.20
C -4.34123 0.04963 -0.39958 -0.18 0.11 0.16
O -6.34779 -0.56113 -1.49432 0.29 0.15 -0.04
C -7.65101 -1.03335 -1.23569 -0.48 0.05 0.29
C -8.42158 -0.00920 -0.40423 -0.01 -0.18 -0.57
O -7.79644 0.17541 0.84813 0.30 -0.01 0.28
C 0.16463 -0.04654 0.20003 -0.20 0.26 -0.27
C 0.54928 1.09480 -0.69630 0.67 0.27 0.73
C 1.56345 2.00571 -0.60225 -0.57 -0.45 0.10
C 1.47831 2.80782 -1.76590 -0.37 -0.03 -0.44
C 0.42429 2.32220 -2.47582 0.67 0.63 -0.07
O -0.14175 1.28745 -1.83917 -0.34 -0.40 0.07
H 5.85712 0.30488 -2.71772 0.06 -0.02 -0.15
H 4.23428 0.70367 -2.14339 -0.11 0.06 -0.02
H 4.74937 -0.98139 -2.24098 -0.05 -0.12 -0.08
H 5.94133 1.15760 -0.41633 0.08 -0.03 0.04
H 6.48985 -0.52670 -0.47758 0.02 0.11 0.05
H 4.61112 1.63461 1.38284 -0.08 -0.02 0.08
H 3.85492 0.30232 2.26357 -0.04 0.11 0.01
H 5.96908 0.95157 3.33442 0.05 0.05 0.11
H 6.86385 0.67467 1.83889 0.12 0.03 -0.02
H 6.12781 -0.68222 2.69391 0.07 -0.09 0.07
H 4.68108 -2.13358 -0.29963 0.07 -0.04 0.00
H 4.86593 -1.99427 1.45086 0.07 -0.02 -0.12
H 2.67011 -2.91496 0.99829 -0.08 -0.03 0.07
H 2.44692 -1.26371 1.57490 -0.02 0.00 0.10
H 2.17009 -2.31544 -1.26317 0.02 0.09 0.00
H 2.50017 -0.58895 -0.94205 -0.06 -0.09 -0.04
H -0.83782 1.95745 1.15028 0.02 -0.06 -0.07
H -3.84885 1.22330 2.73342 0.04 0.06 0.09
H -6.31736 0.98277 2.77399 -0.07 0.04 0.10
H -3.81880 -0.21180 -1.30393 0.08 -0.07 -0.10
H -8.12267 -1.19174 -2.20632 -0.01 0.00 0.11
H -7.60249 -1.98401 -0.68790 0.00 0.07 -0.09
H -9.43790 -0.34686 -0.19571 0.08 0.03 -0.07
H -8.45429 0.94570 -0.94663 -0.03 -0.10 0.07
H 0.60029 0.14155 1.19657 -0.05 0.07 -0.16
H 2.28340 2.08257 0.18671 0.16 -0.08 0.23
H 2.11434 3.62674 -2.03081 0.09 0.20 -0.14
H -0.00755 2.61793 -3.41086 -0.14 -0.03 -0.12
```
Forces are in eV/Å.


2 unconnected molecules or ions with the total composition C24H28N3O2 at a distorted geometry, computed with the ωB97M-V functional and the def2-TZVPD basis.

Summary:
* electronic energy: -33898.7229 eV
* highest occupied orbital energy: -10.3992 eV
* total charge: +1
* ΔE to the lowest compared entry with this formula, charge and spin: 3.0994 eV
* orbital gap: 5.9 eV

The geometry in XYZ format:
```
57
Properties=species:S:1:pos:R:3:forces:R:3
C -2.92637 5.21397 0.44035 -0.14 0.13 -0.16
O -2.52721 4.57399 1.62876 1.70 -0.70 0.49
C -1.19042 4.14727 1.67197 -0.75 0.23 -0.07
C -0.75159 3.54765 2.85586 -0.69 0.28 -0.31
C 0.53480 3.08657 2.98260 0.29 -0.13 0.02
C 1.42601 3.20467 1.93018 0.56 -0.50 -0.02
N 2.75453 2.64317 2.03314 1.72 0.81 -0.84
C 3.11049 1.48962 2.61985 -2.06 -2.05 1.43
N 4.41156 1.27397 2.42024 0.37 1.48 -1.11
C 5.18641 0.08742 2.76079 -0.27 0.25 0.09
C 4.93205 2.33732 1.65730 -0.41 -0.02 -0.02
C 3.91104 3.18558 1.41706 -0.07 -0.14 -0.02
C 1.00851 3.80162 0.75249 0.67 -0.36 0.33
C -0.27734 4.26880 0.61973 -1.03 0.31 0.09
H -3.95673 5.54676 0.56763 0.12 -0.11 0.13
H -2.29750 6.08525 0.25622 0.00 0.06 -0.20
H -2.88434 4.51519 -0.39598 0.03 0.08 -0.18
H -1.45320 3.44603 3.66449 -0.15 0.02 0.21
H 0.86065 2.61812 3.89372 0.10 -0.08 0.21
H 4.53038 -0.67864 3.16223 -0.15 0.11 0.02
H 5.66777 -0.29627 1.86638 0.06 -0.04 -0.09
H 5.94604 0.32691 3.49974 0.07 0.04 0.06
H 5.94593 2.40754 1.30183 0.06 -0.09 0.16
H 3.94999 4.09062 0.83439 -0.23 0.07 0.15
H 1.70167 3.87189 -0.06806 0.05 0.05 -0.24
H -0.58054 4.70616 -0.31556 0.00 0.09 -0.13
C -0.94164 -2.38070 8.16689 0.05 -0.55 -0.11
C -0.20949 -1.55177 7.10793 0.14 0.11 0.06
N -0.04919 -2.34874 5.86976 0.63 1.05 -1.88
C 0.15717 -1.76492 4.65187 -0.14 -1.11 3.05
C 0.28990 -2.47611 3.47686 0.22 -0.46 -1.42
C 0.73849 -1.90773 2.30037 -0.29 -0.29 1.33
C 0.95310 -2.61084 1.08217 0.17 -0.49 -0.83
C 1.46521 -1.91666 -0.03033 -0.18 -0.02 0.62
C 1.70776 -2.56843 -1.21435 0.11 0.06 -0.29
C 1.45783 -3.92371 -1.32912 0.00 0.07 -0.07
C 0.95725 -4.63177 -0.25031 -0.09 -0.19 0.16
C 0.70569 -3.99178 0.93972 0.04 0.39 0.15
C 0.10495 -3.80858 6.10292 -0.29 -0.02 -0.20
C 0.63255 -4.08935 7.51466 -0.17 0.59 0.41
O -0.21474 -3.55906 8.54621 0.12 0.16 -0.54
H -1.12423 -1.80683 9.08264 0.21 -0.02 -0.29
H -1.91386 -2.71632 7.78952 -0.05 0.27 -0.11
H -0.74251 -0.62069 6.88788 -0.02 -0.29 0.00
H 0.78845 -1.27883 7.46105 -0.04 -0.02 0.12
H 0.28550 -0.69692 4.62820 -0.18 0.41 0.23
H 0.04694 -3.52375 3.48496 -0.03 -0.19 0.04
H 1.01726 -0.86755 2.32282 0.05 0.48 -0.05
H 1.67615 -0.86586 0.06638 0.03 0.28 0.02
H 2.09888 -2.01930 -2.05347 0.07 0.08 -0.15
H 1.65116 -4.43015 -2.25918 0.05 -0.09 -0.17
H 0.76827 -5.68865 -0.33838 -0.03 -0.15 -0.02
H 0.32554 -4.55957 1.77074 -0.09 -0.14 0.11
H -0.87001 -4.28058 5.95385 0.04 -0.06 0.09
H 0.78907 -4.22048 5.35435 -0.02 0.11 0.22
H 0.72778 -5.16720 7.69390 -0.17 0.26 -0.19
H 1.62710 -3.64884 7.65203 0.02 -0.06 -0.25
```
Forces are in eV/Å.